Record 1
This record from the Open Molecules 2025 dataset describes a structure of composition C19H24F4GdN4O10P2. The level of theory is ωB97M-V with the def2-TZVPD basis set.

Atoms and positions in Å:
Gd  -0.62  0.31  -0.17
O  0.75  -3.36  -2.71
C  0.32  -2.17  -2.29
O  -0.60  -2.01  -1.50
C  1.06  -1.01  -2.90
C  2.10  -1.12  -3.82
C  2.69  0.06  -4.28
C  2.23  1.28  -3.80
C  1.20  1.29  -2.88
N  0.64  0.16  -2.44
C  0.54  2.53  -2.26
O  1.05  3.74  -2.48
O  -0.47  2.42  -1.59
H  0.22  -4.05  -2.29
H  2.44  -2.08  -4.16
H  3.50  0.03  -4.99
H  2.68  2.19  -4.15
H  1.86  3.63  -3.00
C  -1.18  3.20  1.82
N  -1.82  1.91  1.52
C  -3.12  2.17  0.86
C  -2.00  1.13  2.76
C  -2.04  -0.40  2.51
N  -2.19  -0.68  1.11
C  -3.15  -1.47  0.56
C  -3.45  -1.31  -0.79
F  -2.77  -0.32  -1.47
C  -4.35  -2.06  -1.50
F  -4.48  -1.78  -2.80
C  -5.11  -3.05  -0.90
C  -4.83  -3.22  0.45
F  -5.48  -4.17  1.12
C  -3.90  -2.48  1.17
F  -3.70  -2.78  2.46
H  -1.83  3.82  2.45
H  -0.99  3.73  0.88
H  -0.22  3.04  2.32
H  -3.73  2.85  1.47
H  -3.68  1.26  0.70
H  -2.95  2.64  -0.11
H  -2.88  1.50  3.27
H  -1.15  1.36  3.42
H  -2.83  -0.86  3.10
H  -1.11  -0.83  2.89
H  -5.84  -3.65  -1.39
N  2.73  -0.04  2.92
C  3.10  -0.04  1.48
C  4.61  -0.19  1.37
P  2.57  1.65  0.91
O  3.11  1.74  -0.63
O  3.23  2.60  1.83
O  1.06  1.61  0.81
P  2.28  -1.63  0.85
O  2.88  -1.92  -0.64
O  2.66  -2.65  1.86
O  0.84  -1.26  0.64
H  3.19  0.72  3.42
H  2.94  -0.97  3.35
H  1.72  0.12  3.01
H  5.13  0.61  1.88
H  4.85  -0.15  0.31
H  4.94  -1.16  1.75
H  3.92  2.28  -0.66
H  3.44  -2.71  -0.63

Calculated values
Energy (Eh): -3557.8434
Lowest unoccupied orbital energy (spin up / spin down) (Ha): -0.134 / -0.182
2S+1: 8
⟨S²⟩: 16.0470
Total charge: +1
HOMO-LUMO gap (spin up / spin down) (eV): 6.7 / 5.1

Charges computed using Mulliken, reported in e: number 1, Gd, carries 0.3999; number 2, O, carries -0.4919; number 3, C, carries -0.0266; number 4, O, carries -0.2162; number 5, C, carries 0.4907; number 6, C, carries -0.4319; number 7, C, carries -0.9253; number 8, C, carries -0.5061; number 9, C, carries 1.0093; number 10, N, carries 0.0158; number 11, C, carries 0.4233; number 12, O, carries -0.4771; number 13, O, carries -0.5448; number 14, H, carries 0.4046; number 15, H, carries 0.5920; number 16, H, carries 0.4687; number 17, H, carries 0.3103; number 18, H, carries 0.3174; number 19, C, carries -1.1506; number 20, N, carries 0.7118; number 21, C, carries -1.0867; number 22, C, carries -0.7543; number 23, C, carries -0.8465; number 24, N, carries 0.4999; number 25, C, carries 0.1834; number 26, C, carries 0.5988; number 27, F, carries -0.2915; number 28, C, carries 0.2043; number 29, F, carries -0.3122; number 30, C, carries -0.7650; number 31, C, carries 0.2882; number 32, F, carries -0.3001; number 33, C, carries 0.1303; number 34, F, carries -0.3365; number 35, H, carries 0.3713; number 36, H, carries 0.2992; number 37, H, carries 0.2751; number 38, H, carries 0.4306; number 39, H, carries 0.2444; number 40, H, carries 0.2977; number 41, H, carries 0.3831; number 42, H, carries 0.3545; number 43, H, carries 0.6107; number 44, H, carries 0.1617; number 45, H, carries 0.5453; number 46, N, carries -0.2611; number 47, C, carries 0.9922; number 48, C, carries -2.0287; number 49, P, carries 0.3185; number 50, O, carries -0.4408; number 51, O, carries -0.8495; number 52, O, carries -0.0600; number 53, P, carries 0.4315; number 54, O, carries -0.4830; number 55, O, carries -0.8229; number 56, O, carries -0.3471; number 57, H, carries 0.4264; number 58, H, carries 0.4390; number 59, H, carries 0.1172; number 60, H, carries 0.4760; number 61, H, carries 0.4015; number 62, H, carries 0.4773; number 63, H, carries 0.3365; number 64, H, carries 0.3182

Record 2
This record from the Open Molecules 2025 dataset describes a structure of composition C19H24KNS2Sb2. The level of theory is ωB97M-V with the def2-TZVPD basis set.

Atoms and positions in Å:
K  1.75  -0.59  -1.53
C  -2.74  -0.78  1.02
Sb  -1.22  0.38  0.08
C  -2.50  1.59  -1.11
C  -0.98  1.78  1.71
C  -0.65  1.13  3.02
C  -1.70  0.84  3.90
C  -1.48  0.28  5.14
C  -0.19  0.02  5.55
C  0.87  0.29  4.70
C  0.67  0.83  3.42
C  1.85  1.04  2.54
Sb  2.79  -0.76  1.74
C  1.15  -2.12  2.03
C  3.86  -1.29  3.50
H  -3.55  -0.14  1.34
H  -2.33  -1.30  1.88
H  -3.13  -1.52  0.32
H  -3.25  2.07  -0.48
H  -3.01  0.97  -1.85
H  -1.93  2.35  -1.64
H  -1.94  2.30  1.80
H  -0.24  2.53  1.44
H  -2.71  1.09  3.59
H  -2.32  0.08  5.80
H  0.01  -0.40  6.53
H  1.88  0.09  5.03
H  2.66  1.53  3.09
H  1.62  1.69  1.70
H  0.66  -1.90  2.97
H  1.54  -3.13  2.04
H  0.42  -2.05  1.22
H  3.19  -1.60  4.30
H  4.45  -0.43  3.83
H  4.54  -2.11  3.28
S  3.71  -1.60  -3.54
C  2.33  -1.07  -4.45
N  1.20  -0.56  -4.01
C  0.36  -0.25  -5.06
C  -0.91  0.31  -4.92
C  -1.66  0.58  -6.05
C  -1.17  0.29  -7.32
C  0.09  -0.27  -7.48
C  0.85  -0.54  -6.35
S  2.43  -1.21  -6.20
H  -1.30  0.53  -3.93
H  -2.65  1.01  -5.94
H  -1.77  0.50  -8.19
H  0.47  -0.49  -8.47

Calculated values
Energy (Eh): -2669.9707
Lowest unoccupied orbital energy (Ha): -0.001
Total charge: 0
HOMO-LUMO gap (eV): 6.8
ΔE to the lowest compared entry with this formula, charge and spin (kcal per mole): 11.7

Charges computed using natural (NBO), reported in e: number 1, K, carries 0.8478; number 2, C, carries -0.9871; number 3, Sb, carries 0.9428; number 4, C, carries -0.9858; number 5, C, carries -0.7460; number 6, C, carries -0.0426; number 7, C, carries -0.1996; number 8, C, carries -0.2173; number 9, C, carries -0.2121; number 10, C, carries -0.2087; number 11, C, carries -0.0477; number 12, C, carries -0.7506; number 13, Sb, carries 0.9651; number 14, C, carries -0.9989; number 15, C, carries -0.9882; number 16, H, carries 0.2268; number 17, H, carries 0.2397; number 18, H, carries 0.2359; number 19, H, carries 0.2269; number 20, H, carries 0.2356; number 21, H, carries 0.2350; number 22, H, carries 0.2319; number 23, H, carries 0.2310; number 24, H, carries 0.2066; number 25, H, carries 0.2164; number 26, H, carries 0.2160; number 27, H, carries 0.2081; number 28, H, carries 0.2389; number 29, H, carries 0.2235; number 30, H, carries 0.2396; number 31, H, carries 0.2361; number 32, H, carries 0.2167; number 33, H, carries 0.2290; number 34, H, carries 0.2312; number 35, H, carries 0.2372; number 36, S, carries -0.4325; number 37, C, carries -0.0822; number 38, N, carries -0.6587; number 39, C, carries 0.2009; number 40, C, carries -0.2599; number 41, C, carries -0.2080; number 42, C, carries -0.2367; number 43, C, carries -0.2073; number 44, C, carries -0.2696; number 45, S, carries 0.3851; number 46, H, carries 0.2009; number 47, H, carries 0.2067; number 48, H, carries 0.2110; number 49, H, carries 0.2167